Below is 2 unconnected molecules or ions with the total composition C20H15ClF2N at a distorted geometry, with properties calculated with ωB97M-V/def2-TZVPD.

The calculation puts the HOMO energy at -12.31 eV. The value obtained for the molar mass is 342.80 g mol⁻¹. As for the net charge: +1. Its gap between HOMO and LUMO is 6.43 eV.

Atoms and positions in Å:
F -4.482 -3.979 2.643
C -4.010 -2.827 3.229
C -3.855 -2.808 4.614
C -3.387 -1.621 5.201
C -3.091 -0.513 4.420
C -3.218 -0.548 3.007
C -2.843 0.597 2.232
C -2.993 0.698 0.852
C -2.371 1.622 0.019
C -2.698 1.792 -1.363
C -3.765 1.055 -1.953
C -3.934 1.085 -3.327
F -4.909 0.288 -3.874
C -3.164 1.883 -4.172
C -2.198 2.712 -3.580
C -1.964 2.671 -2.211
C -3.694 -1.750 2.409
H -4.095 -3.692 5.206
H -3.253 -1.577 6.282
H -2.742 0.411 4.876
H -2.412 1.436 2.785
H -3.676 -0.019 0.397
H -1.524 2.197 0.384
H -4.408 0.432 -1.333
H -3.344 1.871 -5.238
H -1.614 3.381 -4.212
H -1.188 3.284 -1.749
H -3.803 -1.834 1.333
Cl 4.543 4.390 1.031
C 2.905 3.935 0.804
C 2.584 2.719 0.187
C 1.225 2.393 0.032
N 0.246 3.202 0.443
C 0.546 4.366 1.029
C 1.871 4.786 1.228
H 3.365 2.049 -0.162
H 0.929 1.453 -0.446
H -0.298 4.987 1.342
H 2.092 5.738 1.696

---

Below is C15H15F3N2O in the gas phase at a distorted geometry, with properties calculated with ωB97M-V/def2-TZVPD.

The calculation puts the HOMO energy at -8.08 eV. Its energy above the lowest of the compared OMol25 structures with the same formula, charge and spin is 0.0000 eV. The value obtained for the molar mass is 296.29 g mol⁻¹. As for the net charge: 0. Its gap between HOMO and LUMO is 8.69 eV. As for the SMILES: Cn1c2c(c3ccccc31)[C@@H](CNC(=O)C(F)(F)F)CC2.

Atoms and positions in Å:
C 3.173 -2.305 -0.086
N 1.908 -1.617 -0.062
C 1.228 -1.007 -1.117
C 0.096 -0.471 -0.724
C -0.070 -0.860 0.681
C -1.182 -0.731 1.522
C -1.105 -1.202 2.805
C 0.069 -1.841 3.234
C 1.130 -2.071 2.339
C 1.070 -1.552 1.037
C -0.721 0.238 -1.770
C -0.741 1.770 -1.663
N -1.068 2.191 -0.269
C -1.955 3.199 0.095
O -2.401 3.904 -0.799
C -2.314 3.416 1.617
F -1.282 4.080 2.227
F -3.449 4.163 1.823
F -2.551 2.220 2.212
C 0.052 -0.296 -3.026
C 1.467 -0.812 -2.555
H 3.203 -3.074 -0.840
H 3.982 -1.612 -0.303
H 3.408 -2.802 0.854
H -2.036 -0.139 1.181
H -1.947 -1.162 3.519
H 0.084 -2.226 4.241
H 1.997 -2.652 2.656
H -1.743 -0.103 -1.808
H 0.230 2.182 -1.984
H -1.425 2.162 -2.441
H -0.740 1.549 0.483
H 0.105 0.449 -3.866
H -0.464 -1.167 -3.411
H 1.806 -1.762 -3.022
H 2.188 -0.061 -2.780

---

Below is C6H7N3S2 in the gas phase at a distorted geometry, with properties calculated with ωB97M-V/def2-TZVPD.

The calculation puts the HOMO energy at -9.10 eV. Its energy above the lowest of the compared OMol25 structures with the same formula, charge and spin is 1.2846 eV. The value obtained for the molar mass is 185.28 g mol⁻¹. As for the net charge: 0. Its gap between HOMO and LUMO is 8.21 eV. As for the SMILES: C=CCSC(=S)n1cncn1.

Atoms and positions in Å:
C -3.791 -0.222 -0.232
C -2.738 0.236 0.435
C -1.290 0.042 0.080
S -0.570 1.579 -0.401
C 1.163 1.546 -0.138
S 1.948 2.963 -0.158
N 1.862 0.347 0.041
C 3.155 0.116 0.377
N 3.627 -1.103 -0.002
C 2.454 -1.676 -0.410
N 1.361 -0.935 -0.408
H -3.739 -0.898 -1.065
H -4.821 -0.085 0.233
H -2.878 0.928 1.260
H -1.255 -0.739 -0.656
H -0.614 -0.313 0.869
H 3.837 0.915 0.785
H 2.290 -2.700 -0.611

---

Below is 5 unconnected molecules or ions with the total composition C16H24ClO12 at a distorted geometry, with properties calculated with ωB97M-V/def2-TZVPD.

The calculation puts the HOMO energy at -6.88 eV. Its energy above the lowest of the compared OMol25 structures with the same formula, charge and spin is 0.1242 eV. The value obtained for the molar mass is 443.81 g mol⁻¹. As for the net charge: -1. Its gap between HOMO and LUMO is 9.46 eV.

Atoms and positions in Å:
Cl 0.819 0.479 -0.571
O 1.399 1.691 -1.110
O -0.510 0.811 -0.106
O 0.710 -0.539 -1.584
O 1.584 -0.008 0.555
O -4.444 -1.229 4.844
C -3.917 -0.784 3.866
O -2.651 -0.335 3.883
C -2.180 -0.114 2.544
C -3.436 0.093 1.684
C -4.512 -0.607 2.475
H -1.631 -0.997 2.224
H -1.559 0.771 2.463
H -3.221 -0.294 0.685
H -3.621 1.150 1.481
H -4.735 -1.601 2.074
H -5.479 -0.122 2.592
O -2.807 -2.304 -1.536
C -2.312 -3.349 -1.260
O -3.009 -4.513 -1.393
C -2.160 -5.647 -1.219
C -0.724 -5.146 -1.004
C -0.898 -3.630 -0.794
H -2.312 -6.295 -2.087
H -2.510 -6.255 -0.379
H -0.052 -5.381 -1.823
H -0.364 -5.575 -0.072
H -0.246 -2.977 -1.371
H -0.746 -3.398 0.257
O 6.140 -2.212 2.246
C 5.657 -1.139 2.042
O 5.189 -0.371 3.056
C 4.622 0.852 2.557
C 5.142 1.008 1.131
C 5.401 -0.445 0.718
H 4.937 1.656 3.221
H 3.529 0.858 2.548
H 6.082 1.559 1.183
H 4.424 1.450 0.446
H 6.237 -0.563 0.040
H 4.479 -0.914 0.364
O -2.823 5.732 -2.415
C -1.832 5.111 -2.661
O -1.845 3.773 -2.819
C -0.546 3.275 -3.163
C 0.438 4.378 -2.725
C -0.427 5.603 -2.926
H -0.466 3.132 -4.246
H -0.318 2.329 -2.687
H 1.324 4.397 -3.365
H 0.828 4.157 -1.734
H -0.430 6.071 -3.911
H -0.215 6.410 -2.220